# 1
{
  "formula": "C23H48N2O8P2S2",
  "method": "wB97M-V/def2-TZVPD",
  "symbols": ["C", "C", "O", "C", "C", "O", "C", "C", "O", "C", "C", "C", "C", "C", "S", "O", "C", "O", "O", "C", "P", "S", "P", "C", "C", "C", "C", "H", "H", "H", "H", "H", "H", "H", "H", "H", "H", "H", "H", "H", "H", "H", "H", "H", "H", "H", "H", "H", "H", "H", "H", "H", "H", "H", "H", "H", "H", "H", "H", "H", "H", "C", "N", "C", "C", "O", "H", "H", "H", "H", "H", "H", "H", "C", "N", "C", "C", "O", "H", "H", "H", "H", "H", "H", "H"],
  "coordinates": [[-3.21874, 7.07027, 2.94258], [-3.57274, 6.46122, 1.60926], [-2.43518, 5.89506, 0.98465], [-2.27176, 4.51387, 1.19138], [-2.53285, 3.75514, -0.09099], [-2.06572, 2.43834, 0.08115], [-2.88758, 1.46216, -0.52625], [-2.28682, 0.11524, -0.26303], [-1.25138, -0.09029, -1.19371], [-0.49064, -1.24891, -0.98063], [0.87568, -0.97784, -0.35252], [0.99789, 0.43308, 0.24673], [1.20852, 1.55463, -0.76869], [1.93648, 2.72963, -0.10486], [3.73173, 2.49163, 0.05426], [1.90273, -1.11578, -1.34228], [3.06229, -1.40493, -0.71153], [4.19367, -1.28753, -1.16556], [2.77262, -1.85972, 0.56420], [1.36368, -2.07481, 0.65124], [1.21156, -3.83623, 0.08969], [1.43435, -4.26295, -1.79915], [0.74119, -1.73915, 2.39415], [-0.95051, -2.41252, 2.63582], [-1.20904, -3.93777, 2.59615], [1.88244, -2.52896, 3.59529], [3.08469, -1.58602, 3.83381], [-4.08548, 7.52785, 3.40429], [-2.46579, 7.83693, 2.80031], [-2.78606, 6.31470, 3.59048], [-4.36822, 5.72465, 1.70000], [-3.93896, 7.23327, 0.93738], [-2.89666, 4.13113, 1.99517], [-1.24229, 4.30920, 1.47700], [-2.00557, 4.27598, -0.88946], [-3.59519, 3.76347, -0.33134], [-3.88962, 1.52617, -0.10059], [-2.95512, 1.62368, -1.60211], [-1.90968, 0.13714, 0.75937], [-3.05943, -0.64793, -0.36691], [-0.29637, -1.68668, -1.95418], [-1.03767, -1.99721, -0.40781], [1.78844, 0.47933, 0.98350], [0.08125, 0.66015, 0.77250], [0.26194, 1.92581, -1.13972], [1.80455, 1.25897, -1.62477], [1.51003, 2.90955, 0.87422], [1.86206, 3.59885, -0.74473], [3.81142, 1.24244, 0.52885], [2.21002, -4.45376, 0.85954], [0.01462, -4.37479, 0.57680], [-1.22034, -2.05816, 3.62469], [-1.63726, -1.93170, 1.95130], [-1.54030, -4.22036, 1.60312], [-2.03938, -4.18602, 3.24597], [-0.33758, -4.52907, 2.83976], [1.33216, -2.60449, 4.52460], [2.25898, -3.50452, 3.30948], [2.93840, -1.01925, 4.74346], [3.97160, -2.18811, 3.99109], [3.25215, -0.91280, 3.00570], [0.16714, -9.77653, -1.56198], [-0.04337, -8.69473, -0.62216], [0.64467, -7.42780, -0.82135], [-0.85769, -8.81039, 0.43891], [-1.06186, -7.92596, 1.25024], [1.22183, -10.05724, -1.58590], [-0.13795, -9.47087, -2.56454], [-0.41944, -10.64375, -1.26639], [1.27052, -7.21038, 0.04608], [-0.08080, -6.62592, -0.93224], [1.26400, -7.47305, -1.71091], [-1.33863, -9.80078, 0.51288], [0.17714, 6.67051, -4.47330], [1.26564, 5.80825, -4.06162], [1.60955, 4.65443, -4.87722], [1.97798, 6.03490, -2.94222], [2.89580, 5.33764, -2.56139], [-0.75535, 6.10476, -4.52747], [0.38468, 7.10110, -5.45505], [0.05417, 7.47889, -3.75604], [1.51054, 3.73830, -4.29433], [2.64302, 4.72802, -5.21564], [0.94775, 4.61004, -5.73803], [1.64347, 6.92928, -2.38845]],
  "atomic_forces_ev_per_a": [[0.216, -0.090, -0.116], [0.011, 0.315, -0.229], [-0.097, -0.026, -0.044], [0.390, -0.164, -0.024], [-0.034, 0.226, 0.118], [0.051, -0.138, -0.022], [0.106, 0.264, 0.080], [-0.119, 0.282, -0.096], [-0.062, -0.072, -0.018], [0.370, -0.110, -0.552], [-0.100, -0.059, 0.687], [-0.472, 0.114, -0.544], [0.456, 0.497, 0.054], [0.078, -0.860, -0.117], [0.360, 0.315, -0.129], [1.009, 0.118, -0.087], [2.283, 0.300, -1.256], [-3.247, -0.404, 1.437], [0.751, 0.069, -0.156], [-0.576, -0.140, 0.089], [0.020, -0.689, -1.145], [0.049, 0.222, 0.057], [-0.002, 1.692, 0.477], [0.291, -1.494, -0.149], [-0.407, 0.611, -0.310], [0.395, 0.133, -0.501], [-0.148, -0.534, 0.190], [-0.193, -0.008, 0.205], [0.139, 0.177, -0.040], [-0.082, -0.105, 0.276], [-0.134, -0.238, 0.068], [-0.065, 0.132, -0.125], [-0.231, 0.024, 0.171], [0.227, 0.070, 0.084], [0.115, -0.069, -0.271], [-0.240, 0.000, -0.046], [-0.223, -0.087, 0.060], [-0.035, 0.027, -0.212], [0.036, -0.241, 0.244], [-0.047, -0.257, 0.031], [0.003, -0.180, -0.163], [-0.207, -0.042, 0.232], [0.270, -0.266, 0.172], [-0.130, 0.023, 0.364], [-0.306, -0.097, -0.045], [0.046, -0.259, -0.138], [-0.147, 0.340, 0.163], [-0.015, 0.352, 0.062], [-0.290, -0.075, 0.059], [-0.153, 0.213, 0.398], [0.197, 0.264, 0.206], [0.131, 0.321, 0.222], [-0.043, 0.359, -0.174], [-0.026, -0.197, -0.117], [-0.014, -0.172, 0.318], [0.125, -0.173, 0.255], [-0.309, -0.307, 0.122], [-0.194, -0.322, 0.006], [-0.102, 0.348, 0.070], [0.285, -0.015, -0.084], [0.133, 0.166, -0.154], [0.057, 0.192, 0.037], [0.110, -0.066, -0.112], [-0.162, -0.189, 0.173], [-0.099, -0.073, 0.071], [0.005, 0.087, 0.042], [-0.012, -0.054, -0.043], [0.012, -0.063, -0.027], [-0.021, -0.002, 0.028], [0.037, 0.075, -0.047], [0.028, 0.070, -0.047], [-0.001, -0.028, -0.043], [0.004, 0.001, -0.003], [0.115, -0.181, -0.059], [-0.167, 0.044, -0.143], [0.070, 0.040, 0.138], [0.009, 0.090, 0.118], [0.029, -0.094, 0.062], [-0.043, 0.060, -0.012], [-0.060, 0.044, 0.001], [0.016, 0.006, 0.031], [0.021, -0.033, -0.035], [0.002, -0.048, -0.019], [-0.034, 0.031, -0.007], [-0.008, 0.006, -0.016]],
  "smiles": "CCOCCOCCOC[C@]1(CCCS)OC(=O)O[C@@]1([PH2]=S)P(CC)CC.CN(C)C=O.CN(C)C=O",
  "homo_energy_ev": -8.248,
  "total_charge": 0,
  "fmax_ev_per_a": 3.6,
  "orbital_gap_ev": 8.7753
}

=====

# 2
{
  "formula": "C25H35ClFN3O4PS",
  "method": "wB97M-V/def2-TZVPD",
  "symbols": ["C", "C", "F", "N", "C", "C", "C", "C", "S", "O", "O", "O", "C", "N", "N", "P", "O", "Cl", "H", "H", "H", "H", "H", "H", "H", "H", "H", "H", "H", "H", "H", "H", "H", "H", "H", "C", "C", "C", "C", "C", "C", "H", "H", "H", "H", "H", "H", "C", "C", "C", "C", "C", "C", "H", "H", "H", "H", "H", "H", "C", "C", "C", "C", "C", "C", "H", "H", "H", "H", "H", "H"],
  "coordinates": [[-0.57134, -0.20108, -1.54078], [0.72052, -1.10263, -1.06994], [0.75037, -2.32983, -1.90320], [2.04521, -0.34663, -1.07269], [3.00166, -1.21577, -0.28827], [4.58871, -0.84889, -0.46537], [4.93983, 0.64248, 0.18186], [5.98158, 1.52178, -0.73613], [5.64148, 3.36544, -0.63393], [6.97322, 4.09842, -0.33916], [5.09335, 3.93136, -1.97498], [4.58066, 3.72523, 0.68099], [2.52375, -0.05002, -2.47537], [2.28942, 1.39138, -2.97413], [3.09849, -0.93414, -3.35472], [3.65685, -0.58711, -5.01149], [4.82663, -1.83982, -5.47930], [4.76655, 1.22413, -5.14684], [-1.51246, -0.87292, -1.82814], [-0.31690, 0.40553, -2.52724], [-0.83314, 0.52790, -0.63504], [0.52427, -1.45697, 0.04196], [2.74528, -1.03015, 0.86288], [2.85637, -2.37768, -0.44976], [5.18574, -1.62549, 0.21720], [5.01753, -0.98264, -1.54564], [3.93397, 1.19495, 0.41370], [5.49389, 0.45930, 1.22104], [7.08043, 1.34923, -0.32554], [5.96571, 1.08139, -1.83058], [3.66655, 3.96307, 0.30608], [1.38767, 1.76904, -2.60618], [3.08228, 1.98812, -2.63649], [3.22672, -1.92998, -3.00160], [5.44767, -1.88190, -4.67285], [-4.37815, -2.12119, -0.62890], [-4.54324, -1.19790, 0.40311], [-5.63075, -0.32497, 0.39159], [-6.55949, -0.38216, -0.64798], [-6.39638, -1.30805, -1.67803], [-5.30376, -2.17470, -1.67130], [-3.52861, -2.79903, -0.62134], [-3.82324, -1.15805, 1.21668], [-5.75545, 0.39885, 1.19236], [-7.40972, 0.29472, -0.65458], [-7.12113, -1.35358, -2.48724], [-5.17402, -2.89215, -2.47679], [-0.05744, -2.97785, 3.89015], [-0.36685, -2.38351, 2.66712], [-1.31692, -2.96565, 1.82851], [-1.96539, -4.13801, 2.21785], [-1.65866, -4.73027, 3.44260], [-0.70181, -4.15315, 4.27706], [0.68553, -2.52573, 4.54193], [0.13352, -1.46624, 2.36690], [-1.55291, -2.50597, 0.87262], [-2.70937, -4.58915, 1.56663], [-2.16529, -5.64299, 3.74658], [-0.45911, -4.61784, 5.22866], [-3.24536, 2.63897, 1.36023], [-3.79655, 2.75453, 2.63601], [-3.88879, 4.00520, 3.24602], [-3.43838, 5.14273, 2.57545], [-2.89063, 5.02758, 1.29811], [-2.78988, 3.77567, 0.69189], [-3.17051, 1.66365, 0.88653], [-4.15379, 1.86897, 3.15566], [-4.31216, 4.09405, 4.24281], [-3.51467, 6.11810, 3.04868], [-2.54117, 5.91437, 0.77501], [-2.35804, 3.68564, -0.30099]],
  "atomic_forces_ev_per_a": [[0.324, -0.011, -0.278], [-2.417, 0.168, 0.391], [0.538, 2.346, 1.370], [0.018, -2.256, -2.625], [1.780, -1.032, 1.577], [0.544, -0.144, 1.355], [0.296, -0.442, 0.588], [0.053, -2.241, 0.829], [3.544, 6.110, -2.983], [-4.828, -3.519, -0.002], [0.208, -3.017, 4.542], [0.013, -0.871, -2.789], [-0.725, 1.416, -0.803], [0.738, -3.181, 1.301], [0.034, 1.112, 4.318], [0.573, -0.456, -4.118], [-1.012, 2.560, 4.273], [-0.311, -1.511, 1.016], [2.231, 1.318, 0.940], [-0.524, -1.152, 2.110], [0.536, -1.552, -2.146], [0.703, 0.593, -2.402], [0.461, -0.299, -2.571], [0.157, 2.343, 0.013], [-1.459, 1.520, -1.676], [-0.955, 0.350, 1.935], [2.002, -0.870, -0.576], [-1.463, 0.470, -2.244], [-2.367, 0.817, -0.866], [-0.139, 1.718, 1.927], [1.840, -0.401, 0.443], [1.127, -0.640, 0.079], [-0.668, -0.498, -0.545], [-0.367, 1.513, -0.364], [-0.580, -0.302, -1.948], [-0.144, 0.178, -0.034], [-0.061, 0.046, -0.135], [-0.003, -0.106, -0.142], [0.161, -0.101, 0.022], [0.110, 0.016, 0.104], [0.005, 0.107, 0.110], [-0.105, 0.018, 0.004], [-0.095, -0.028, -0.058], [0.002, -0.099, -0.106], [0.133, -0.108, 0.003], [0.125, 0.004, 0.138], [-0.037, 0.082, 0.115], [-0.061, -0.075, -0.068], [-0.088, -0.256, 0.004], [0.082, -0.112, 0.216], [0.102, 0.073, 0.052], [0.073, 0.140, -0.067], [-0.027, 0.124, -0.179], [-0.124, -0.065, -0.082], [-0.054, -0.020, 0.098], [-0.047, -0.037, 0.063], [0.098, 0.070, 0.103], [0.089, 0.162, -0.060], [-0.043, 0.083, -0.139], [0.049, 0.186, 0.072], [0.067, 0.111, -0.071], [0.065, 0.002, -0.182], [0.013, -0.182, -0.065], [-0.016, -0.108, 0.066], [-0.071, -0.010, 0.231], [-0.068, 0.093, 0.041], [0.057, 0.127, -0.061], [0.050, -0.013, -0.156], [0.010, -0.152, -0.079], [-0.066, -0.136, 0.087], [-0.084, 0.030, 0.084]],
  "homo_energy_ev": -11.177,
  "total_charge": 1,
  "fmax_ev_per_a": 7.7,
  "orbital_gap_ev": 5.7585
}

=====

# 3
{
  "formula": "C2H2O4",
  "method": "wB97M-V/def2-TZVPD",
  "symbols": ["O", "C", "O", "C", "O", "O", "H", "H"],
  "coordinates": [[1.18884, 1.23827, 0.06083], [0.74115, 0.08003, -0.00274], [1.48115, -1.00417, -0.06565], [-0.80838, -0.18617, -0.00656], [-1.33418, -1.25058, 0.06407], [-1.48223, 0.96954, -0.06143], [2.41340, -0.65785, 0.06048], [-0.83868, 1.67016, 0.01272]],
  "atomic_forces_ev_per_a": [[-1.162, -2.606, -0.075], [0.192, 2.319, 0.033], [1.254, 0.680, 0.398], [0.019, 0.424, 0.118], [0.425, -0.033, -0.137], [-0.267, -0.903, 0.041], [-1.070, -0.716, -0.318], [0.609, 0.834, -0.060]],
  "smiles": "O=C(O)C(=O)O",
  "homo_energy_ev": -10.999,
  "total_charge": 0,
  "de_lowest_kcal_mol": 12.3,
  "fmax_ev_per_a": 2.9,
  "orbital_gap_ev": 10.8456
}